A cluster of 10 separate species, C54H135F6N9O18P in total at a distorted geometry, computed with ωB97M-V with the def2-TZVPD basis set.

Last column: Löwdin charge in e.
Geometry (Å):
P (0.1482, 0.6840, -0.1539)  0.21
F (-1.3686, 0.2626, -0.5495)  -0.17
F (-0.3652, 2.2178, 0.0317)  -0.17
F (-0.1337, 0.3186, 1.4102)  -0.18
F (1.6239, 1.1972, 0.2502)  -0.16
F (0.5992, -0.8531, -0.3978)  -0.16
F (0.5911, 1.0289, -1.7030)  -0.18
C (-3.1943, 4.0636, -5.3681)  -0.13
O (-2.6289, 2.8267, -5.0052)  -0.19
C (-3.3235, 2.1776, -3.9469)  -0.23
C (-2.4530, 1.0467, -3.4145)  -0.21
N (-2.3590, -0.0410, -4.3879)  -0.03
C (-1.6588, -1.1837, -3.8218)  -0.21
C (-1.3646, -2.1811, -4.9461)  -0.22
O (-0.4470, -1.6010, -5.8629)  -0.19
C (-0.4415, -2.2697, -7.0954)  -0.14
H (-3.1315, 4.7135, -4.4858)  0.08
H (-4.2510, 4.0243, -5.6514)  0.08
H (-2.5939, 4.5253, -6.1494)  0.08
H (-4.2328, 1.7740, -4.4089)  0.12
H (-3.6765, 2.7598, -3.0882)  0.12
H (-2.8036, 0.8527, -2.4021)  0.11
H (-1.4317, 1.4376, -3.3214)  0.11
H (-1.7520, 0.3430, -5.1047)  0.11
H (-2.2365, -1.7655, -3.0955)  0.12
H (-0.7603, -0.9326, -3.2440)  0.10
H (-2.3284, -2.4035, -5.4156)  0.12
H (-0.9519, -3.1088, -4.5323)  0.10
H (-0.2556, -3.3414, -7.0045)  0.08
H (0.2948, -1.7787, -7.7384)  0.08
H (-1.3324, -2.0204, -7.6874)  0.09
C (2.1233, -3.7241, 0.2186)  -0.11
O (1.4089, -4.5489, -0.7016)  -0.20
C (0.1350, -4.0210, -1.0334)  -0.22
C (-0.5087, -5.1576, -1.8264)  -0.22
N (0.1272, -5.3383, -3.1050)  -0.05
C (-0.4616, -6.4151, -3.8874)  -0.21
C (0.3026, -6.7287, -5.1794)  -0.23
O (1.4608, -7.4613, -4.8419)  -0.19
C (2.4131, -7.5258, -5.8952)  -0.10
H (2.1680, -2.6929, -0.1342)  0.06
H (3.1228, -4.1011, 0.4223)  0.09
H (1.5374, -3.7488, 1.1438)  0.08
H (0.2344, -3.1255, -1.6534)  0.10
H (-0.4492, -3.7547, -0.1462)  0.12
H (-1.5578, -4.8555, -1.9294)  0.11
H (-0.5394, -6.0387, -1.1714)  0.12
H (1.1266, -5.4552, -3.0005)  0.11
H (-1.5085, -6.2316, -4.1344)  0.12
H (-0.4178, -7.3150, -3.2573)  0.12
H (0.5206, -5.7369, -5.5944)  0.10
H (-0.3271, -7.2919, -5.8740)  0.12
H (2.0593, -8.1903, -6.6866)  0.09
H (3.2722, -7.9542, -5.3767)  0.09
H (2.7524, -6.5652, -6.2907)  0.07
C (4.5561, 4.8208, 0.9780)  -0.15
O (3.4441, 5.2911, 0.2708)  -0.16
C (2.2638, 4.6806, 0.7907)  -0.23
C (1.0642, 5.4928, 0.3616)  -0.22
N (1.0082, 5.7053, -1.1191)  0.01
C (0.4531, 4.4216, -1.6861)  -0.20
C (0.3912, 4.4651, -3.2243)  -0.19
O (1.1312, 5.5284, -3.8125)  -0.20
C (0.8368, 5.5779, -5.1852)  -0.13
H (4.4948, 4.8111, 2.0738)  0.08
H (5.4379, 5.4267, 0.7612)  0.08
H (4.7990, 3.7797, 0.7269)  0.08
H (2.2280, 4.6176, 1.8840)  0.12
H (2.1076, 3.6564, 0.4469)  0.10
H (1.0707, 6.4857, 0.8267)  0.11
H (0.1565, 5.0381, 0.7845)  0.11
H (0.0758, 6.1283, -1.0538)  0.10
H (-0.5215, 4.1539, -1.2749)  0.10
H (1.0812, 3.5635, -1.4632)  0.06
H (-0.6661, 4.7182, -3.3987)  0.10
H (0.6482, 3.5361, -3.7412)  0.12
H (1.1581, 4.6723, -5.7168)  0.08
H (1.3072, 6.4770, -5.5716)  0.08
H (-0.2439, 5.5920, -5.3831)  0.07
C (3.8789, -2.4960, -11.1946)  -0.15
O (4.2658, -3.2585, -10.1036)  -0.17
C (3.9169, -2.7528, -8.8471)  -0.23
C (4.4667, -3.7111, -7.7717)  -0.21
N (4.0682, -3.3309, -6.4127)  -0.05
C (2.6477, -3.2432, -6.0754)  -0.22
C (2.4764, -3.1732, -4.5649)  -0.24
O (2.9627, -1.9287, -4.1345)  -0.17
C (2.4864, -1.5744, -2.8488)  -0.08
H (4.2865, -1.4798, -11.2956)  0.08
H (2.7905, -2.3970, -11.2757)  0.09
H (4.2501, -2.9231, -12.1293)  0.08
H (2.8450, -2.8178, -8.6245)  0.11
H (4.3176, -1.7500, -8.6699)  0.13
H (5.5556, -3.7846, -7.7589)  0.11
H (4.1332, -4.7047, -8.0842)  0.11
H (4.4273, -2.3856, -6.3178)  0.11
H (2.0803, -4.1095, -6.4295)  0.10
H (2.1226, -2.3659, -6.4629)  0.10
H (2.9558, -3.9892, -4.0161)  0.13
H (1.3812, -3.2169, -4.5063)  0.10
H (2.8786, -2.3437, -2.1774)  0.08
H (1.3973, -1.5083, -2.7894)  0.06
H (2.8168, -0.5851, -2.5359)  0.09
C (-4.0406, -2.0451, 0.2538)  -0.10
O (-4.8395, -2.2595, 1.4115)  -0.22
C (-4.1152, -2.5653, 2.6077)  -0.23
C (-4.9263, -3.4560, 3.4940)  -0.21
N (-4.0907, -3.8645, 4.6483)  -0.05
C (-4.8520, -4.7805, 5.5110)  -0.22
C (-6.1527, -4.2334, 6.0651)  -0.25
O (-6.5617, -5.0718, 7.1317)  -0.16
C (-7.7510, -4.5807, 7.6957)  -0.13
H (-4.5131, -1.4757, -0.5423)  0.09
H (-3.8735, -3.0594, -0.1302)  0.08
H (-3.0962, -1.6117, 0.5902)  0.08
H (-3.9111, -1.5797, 3.0356)  0.12
H (-3.1804, -3.0671, 2.3347)  0.12
H (-5.3841, -4.2860, 2.9577)  0.13
H (-5.7410, -2.7903, 3.8093)  0.12
H (-4.0530, -3.0325, 5.2373)  0.10
H (-4.2127, -5.1061, 6.3345)  0.11
H (-5.0643, -5.6832, 4.9313)  0.12
H (-6.9151, -4.1503, 5.2841)  0.12
H (-5.9863, -3.1849, 6.3525)  0.13
H (-8.5788, -4.5177, 6.9785)  0.09
H (-7.6399, -3.5243, 7.9781)  0.08
H (-8.1226, -5.0706, 8.5930)  0.08
C (2.1512, -5.8158, 6.2933)  -0.10
O (1.3791, -4.6335, 6.4515)  -0.24
C (-0.0172, -4.9301, 6.3047)  -0.21
C (-0.9459, -3.8327, 6.7775)  -0.20
N (-0.8196, -2.4642, 6.2480)  -0.01
C (-0.6320, -2.5019, 4.7875)  -0.19
C (-0.6886, -1.0909, 4.1869)  -0.24
O (-0.0375, -0.1262, 4.9791)  -0.15
C (-0.0259, 1.1114, 4.3064)  -0.12
H (1.9499, -6.2745, 5.3240)  0.09
H (1.8359, -6.5199, 7.0739)  0.08
H (3.1917, -5.6045, 6.5288)  0.09
H (-0.2087, -5.8814, 6.8122)  0.12
H (-0.2204, -5.1423, 5.2480)  0.12
H (-0.8517, -3.7569, 7.8632)  0.10
H (-1.9367, -4.2494, 6.5426)  0.10
H (-1.7692, -2.1081, 6.3121)  0.10
H (-1.5037, -2.9762, 4.3136)  0.09
H (0.2719, -2.9956, 4.4367)  0.11
H (-1.7329, -0.8024, 3.9711)  0.10
H (-0.3763, -1.1024, 3.1354)  0.10
H (0.4748, 1.8706, 4.9170)  0.08
H (-1.0350, 1.5297, 4.2201)  0.08
H (0.5552, 1.1312, 3.3861)  0.08
C (3.4286, 3.1359, -2.4139)  -0.09
O (3.4373, 4.4714, -2.9504)  -0.14
C (3.8459, 4.2840, -4.2864)  -0.25
C (4.4180, 5.5858, -4.9109)  -0.20
N (3.7738, 6.8423, -4.4297)  -0.01
C (4.8137, 7.9070, -4.6554)  -0.20
C (4.3037, 9.2428, -4.1128)  -0.24
O (3.6372, 8.9942, -2.8791)  -0.16
C (3.8144, 10.1034, -2.0279)  -0.13
H (2.5157, 2.5889, -2.6537)  0.08
H (3.5392, 3.2156, -1.3333)  0.07
H (4.2818, 2.5038, -2.6800)  0.09
H (3.0815, 3.8644, -4.9496)  0.11
H (4.7198, 3.6245, -4.3402)  0.11
H (4.3734, 5.4111, -5.9946)  0.11
H (5.4813, 5.6025, -4.6632)  0.10
H (3.2374, 6.9976, -5.2802)  0.07
H (4.9630, 7.9333, -5.7392)  0.11
H (5.7616, 7.7909, -4.1284)  0.12
H (3.6283, 9.7071, -4.8472)  0.11
H (5.0734, 10.0169, -4.0468)  0.11
H (3.5234, 9.9836, -0.9836)  0.08
H (3.1729, 10.9076, -2.4156)  0.09
H (4.8521, 10.4518, -1.9924)  0.08
C (3.1362, -1.9037, 3.0271)  -0.11
O (3.0315, -1.5897, 4.4078)  -0.16
C (3.8174, -2.5005, 5.1388)  -0.25
C (3.9270, -2.0808, 6.6081)  -0.21
N (2.6287, -2.1994, 7.2903)  -0.01
C (2.9368, -2.1038, 8.7307)  -0.21
C (1.6431, -2.3021, 9.5372)  -0.23
O (0.6085, -1.4649, 9.0440)  -0.20
C (-0.5268, -1.4239, 9.8947)  -0.11
H (2.4595, -1.3152, 2.4080)  0.09
H (3.0710, -2.9923, 2.9380)  0.07
H (4.1021, -1.6029, 2.5943)  0.09
H (4.8339, -2.6281, 4.7426)  0.12
H (3.4068, -3.5177, 5.0853)  0.10
H (4.3075, -1.0579, 6.6323)  0.12
H (4.7575, -2.7175, 6.9537)  0.11
H (2.1890, -3.1074, 7.1138)  0.07
H (3.3797, -1.1318, 8.9483)  0.12
H (3.6132, -2.9089, 9.0512)  0.11
H (1.8300, -1.9600, 10.5633)  0.11
H (1.3613, -3.3598, 9.5613)  0.12
H (-0.1694, -1.2121, 10.9126)  0.07
H (-1.0825, -2.3626, 9.9226)  0.08
H (-1.0249, -0.5059, 9.5893)  0.09
C (-3.6866, 1.3059, 1.4493)  -0.09
O (-4.1768, 2.4974, 2.0490)  -0.18
C (-3.2873, 3.5675, 1.8279)  -0.22
C (-3.8462, 4.9356, 2.2972)  -0.19
N (-5.2850, 5.0336, 1.9898)  -0.06
C (-5.9162, 6.2838, 2.4273)  -0.20
C (-6.0814, 6.3628, 3.9427)  -0.26
O (-6.4143, 5.1477, 4.5456)  -0.16
C (-6.1797, 5.1733, 5.9292)  -0.12
H (-2.7103, 1.0893, 1.8950)  0.08
H (-3.5561, 1.4567, 0.3749)  0.08
H (-4.3677, 0.4832, 1.6590)  0.08
H (-3.1426, 3.7466, 0.7577)  0.11
H (-2.3497, 3.3818, 2.3565)  0.12
H (-3.2910, 5.6929, 1.7222)  0.11
H (-3.5424, 5.2297, 3.3038)  0.11
H (-5.3227, 5.0693, 0.9768)  0.11
H (-6.8830, 6.3342, 1.9251)  0.11
H (-5.2941, 7.1091, 2.0560)  0.11
H (-6.8376, 7.1260, 4.1893)  0.12
H (-5.2102, 6.8495, 4.4052)  0.11
H (-5.1563, 5.4650, 6.1829)  0.09
H (-6.4037, 4.1588, 6.2587)  0.09
H (-6.8458, 5.8397, 6.4925)  0.08

Calculated values
E   -4925.82934 hartree
Highest occupied orbital energy   -6.45 eV
Lowest unoccupied orbital energy   2.0 eV
F_max   3.40 eV/A
Net charge   -1
Gap between HOMO and LUMO   0.3117 hartree